The following is a quantum chemistry calculation of a 23-piece molecular cluster, C92H174N10O13 overall at a distorted geometry, from OMol25.

HOMO   -0.33088 Eh
Orbital gap   0.33334 hartree
LUMO level   0.067 eV
Max |F|   3.89 eV/A

Last columns: bonded neighbours and bond lengths (Å).
Geometry (Å):
1 C 17.59031 11.38622 21.31409  C2 1.549, C5 1.514, H6 1.117, H7 1.080
2 C 17.11962 10.31334 20.30102  C1 1.549, C3 1.514, H8 1.067, H9 1.098
3 C 16.05896 9.57951 21.09466  C2 1.514, O4 1.414, H10 1.079, H11 1.084
4 O 15.54266 10.49793 22.03739  C3 1.414, C5 1.457
5 C 16.28385 11.75147 21.98552  C1 1.514, O4 1.457, H12 1.110, H13 1.088
6 H 18.09055 12.27224 20.85322  C1 1.117
7 H 18.30688 11.02232 22.03490  C1 1.080
8 H 17.88290 9.70310 19.87368  C2 1.067
9 H 16.64825 10.83516 19.45750  C2 1.098
10 H 16.53839 8.74815 21.58816  C3 1.079
11 H 15.30235 9.16059 20.44081  C3 1.084
12 H 16.50346 12.13351 23.00462  C5 1.110
13 H 15.72952 12.44591 21.35725  C5 1.088
14 C 15.81979 14.90099 13.05796  C15 1.537, C18 1.537, H19 1.103, H20 1.099
15 C 14.62103 15.19731 12.14296  C14 1.537, C16 1.544, H21 1.073, H22 1.052
16 C 15.26542 15.02262 10.75080  C15 1.544, O17 1.423, H23 1.082, H24 1.125
17 O 16.53038 15.65574 10.91003  C16 1.423, C18 1.447
18 C 17.02902 15.37922 12.23947  C14 1.537, O17 1.447, H25 1.087, H26 1.076
19 H 15.86516 13.82485 13.29646  C14 1.103
20 H 15.74484 15.40258 14.03296  C14 1.099
21 H 14.23576 16.19011 12.27539  C15 1.073
22 H 13.78357 14.58806 12.32854  C15 1.052
23 H 14.74992 15.43704 9.89402  C16 1.082
24 H 15.29858 13.91814 10.53797  C16 1.125
25 H 17.43210 16.29916 12.65519  C18 1.087
26 H 17.74195 14.57594 12.18116  C18 1.076
27 C 17.66097 18.40872 14.73168  C28 1.510, C31 1.520, H32 1.077, H33 1.108
28 C 16.16873 18.26453 14.54723  C27 1.510, C29 1.533, H34 1.086, H35 1.074
29 C 15.71891 17.45199 15.76674  C28 1.533, O30 1.425, H36 1.108, H37 1.084
30 O 16.83637 16.60695 16.02615  C29 1.425, C31 1.439
31 C 18.00237 17.42980 15.84348  C27 1.520, O30 1.439, H38 1.077, H39 1.098
32 H 17.88299 19.41874 15.03418  C27 1.077
33 H 18.15274 18.25683 13.75004  C27 1.108
34 H 15.84134 17.69540 13.68248  C28 1.086
35 H 15.57563 19.15730 14.47814  C28 1.074
36 H 14.85551 16.78542 15.57146  C29 1.108
37 H 15.53655 18.07897 16.63202  C29 1.084
38 H 18.88538 16.82169 15.74412  C31 1.077
39 H 18.24866 17.98538 16.75846  C31 1.098
40 C 19.68603 24.76833 21.59281  C41 1.512, C44 1.564, H45 1.107, H46 1.098
41 C 21.15847 25.08992 21.46825  C40 1.512, C42 1.536, H47 1.063, H48 1.101
42 C 21.68344 23.97797 20.54790  C41 1.536, O43 1.428, H49 1.093, H50 1.091
43 O 20.60271 23.69232 19.65953  C42 1.428, C44 1.409
44 C 19.38447 24.17516 20.17738  C40 1.564, O43 1.409, H51 1.071, H52 1.093
45 H 19.00892 25.62101 21.79394  C40 1.107
46 H 19.48294 24.06944 22.41475  C40 1.098
47 H 21.61076 25.21234 22.42252  C41 1.063
48 H 21.23200 26.05607 20.94641  C41 1.101
49 H 22.00446 23.17929 21.22226  C42 1.093
50 H 22.51582 24.26582 19.90332  C42 1.091
51 H 18.67204 23.37688 20.22141  C44 1.071
52 H 18.95641 25.03300 19.65180  C44 1.093
53 C 18.89691 14.86384 22.32440  C54 1.575, C57 1.540, H58 1.072, H59 1.104
54 C 19.65059 13.93686 23.35004  C53 1.575, C55 1.504, H60 1.121, H61 1.087
55 C 20.85997 13.43837 22.60706  C54 1.504, O56 1.414, H62 1.076, H63 1.077
56 O 20.95208 14.17394 21.40258  C55 1.414, C57 1.420
57 C 19.65249 14.59146 21.01101  C53 1.540, O56 1.420, H64 1.096, H65 1.090
58 H 19.05715 15.88506 22.60723  C53 1.072
59 H 17.81831 14.64878 22.22913  C53 1.104
60 H 19.01201 13.08569 23.70173  C54 1.121
61 H 19.89595 14.50653 24.24258  C54 1.087
62 H 20.84402 12.37584 22.43502  C55 1.076
63 H 21.78795 13.62860 23.11938  C55 1.077
64 H 19.13451 13.85603 20.38468  C57 1.096
65 H 19.84831 15.43431 20.34824  C57 1.090
66 C 23.61353 18.16239 22.47131  C67 1.494, C70 1.540, H71 1.108, H72 1.116
67 C 23.55862 18.95511 21.20660  C66 1.494, C68 1.510, H73 1.086, H74 1.088
68 C 22.13564 19.45823 21.24345  C67 1.510, O69 1.468, H75 1.092, H76 1.091
69 O 21.33683 18.40399 21.88065  C68 1.468, C70 1.445
70 C 22.25608 17.43602 22.43338  C66 1.540, O69 1.445, H77 1.091, H78 1.102
71 H 23.67376 18.83971 23.34599  C66 1.108
72 H 24.47714 17.45739 22.52069  C66 1.116
73 H 23.65633 18.30346 20.34393  C67 1.086
74 H 24.28406 19.76423 21.15297  C67 1.088
75 H 21.65281 19.54620 20.26749  C68 1.092
76 H 22.04544 20.42731 21.73634  C68 1.091
77 H 22.33836 16.53520 21.82285  C70 1.091
78 H 21.80037 17.17947 23.40368  C70 1.102
79 C 21.45339 16.52345 18.59222  C80 1.554, C83 1.495, H84 1.117, H85 1.107
80 C 21.98100 15.12691 18.16201  C79 1.554, C81 1.540, H86 1.085, H87 1.087
81 C 23.47782 15.46179 18.02730  C80 1.540, O82 1.432, H88 1.080, H89 1.119
82 O 23.56964 16.85479 17.71054  C81 1.432, C83 1.404
83 C 22.31989 17.48185 17.84077  C79 1.495, O82 1.404, H90 1.095, H91 1.087
84 H 21.62487 16.73258 19.67642  C79 1.117
85 H 20.38525 16.69273 18.35578  C79 1.107
86 H 21.57608 14.94600 17.17209  C80 1.085
87 H 21.79828 14.34479 18.89392  C80 1.087
88 H 23.95479 14.93406 17.21432  C81 1.080
89 H 24.05774 15.26567 18.96450  C81 1.119
90 H 21.91987 17.66549 16.83775  C83 1.095
91 H 22.48981 18.42121 18.36166  C83 1.087
92 C 21.63281 20.63507 15.98751  C93 1.538, C96 1.562, H97 1.092, H98 1.084
93 C 21.34621 21.31914 17.33482  C92 1.538, C94 1.500, H99 1.079, H100 1.088
94 C 19.84709 21.31412 17.39092  C93 1.500, O95 1.402, H101 1.093, H102 1.105
95 O 19.40194 20.13026 16.78651  C94 1.402, C96 1.447
96 C 20.28915 19.90722 15.66540  C92 1.562, O95 1.447, H103 1.099, H104 1.062
97 H 22.48582 19.95551 16.04853  C92 1.092
98 H 21.79312 21.43235 15.27049  C92 1.084
99 H 21.60316 22.35672 17.47930  C93 1.079
100 H 21.73080 20.79049 18.20427  C93 1.088
101 H 19.48343 22.19072 16.84894  C94 1.093
102 H 19.36687 21.41059 18.38179  C94 1.105
103 H 19.80507 20.31110 14.76472  C96 1.099
104 H 20.42159 18.87519 15.45102  C96 1.062
105 C 22.83002 15.53245 13.41657  C106 1.530, C109 1.549, H110 1.102, H111 1.088
106 C 22.00712 14.45933 14.13125  C105 1.530, C107 1.517, H112 1.074, H113 1.075
107 C 20.77679 15.23718 14.55753  C106 1.517, O108 1.410, H114 1.113, H115 1.100
108 O 21.15843 16.58131 14.74902  C107 1.410, C109 1.460
109 C 22.52555 16.78422 14.27720  C105 1.549, O108 1.460, H116 1.091, H117 1.049
110 H 22.39113 15.74276 12.42818  C105 1.102
111 H 23.88735 15.27496 13.42680  C105 1.088
112 H 22.47397 14.02537 14.99508  C106 1.074
113 H 21.77559 13.63151 13.48545  C106 1.075
114 H 20.23002 14.86905 15.45424  C107 1.113
115 H 20.02472 15.23762 13.75427  C107 1.100
116 H 23.18066 16.89425 15.14266  C109 1.091
117 H 22.54224 17.68360 13.73792  C109 1.049
118 C 16.97403 15.62498 26.63614  C119 1.538, C122 1.555, H123 1.084, H124 1.105
119 C 17.68851 16.74647 25.86290  C118 1.538, C120 1.526, H125 1.073, H126 1.095
120 C 18.65146 17.30728 26.90586  C119 1.526, O121 1.405, H127 1.121, H128 1.087
121 O 19.04415 16.17380 27.63649  C120 1.405, C122 1.440
122 C 17.81372 15.48905 27.93764  C118 1.555, O121 1.440, H129 1.123, H130 1.087
123 H 16.82306 14.74751 26.01825  C118 1.084
124 H 15.91457 15.84944 26.85335  C118 1.105
125 H 16.92301 17.45985 25.62695  C119 1.073
126 H 18.21552 16.39398 24.97049  C119 1.095
127 H 18.10070 18.01457 27.57950  C120 1.121
128 H 19.53162 17.79986 26.50155  C120 1.087
129 H 17.23322 15.94354 28.78424  C122 1.123
130 H 18.15795 14.50239 28.23642  C122 1.087
131 C 20.95549 21.14239 25.45733  C132 1.545, C135 1.505, H136 1.094, H137 1.082
132 C 20.36098 19.97607 24.63773  C131 1.545, C133 1.486, H138 1.116, H139 1.080
133 C 19.63904 20.65013 23.52740  C132 1.486, O134 1.434, H140 1.093, H141 1.076
134 O 20.23350 21.94800 23.39065  C133 1.434, C135 1.406
135 C 20.46026 22.35548 24.71692  C131 1.505, O134 1.406, H142 1.059, H143 1.095
136 H 22.04817 21.09651 25.45641  C131 1.094
137 H 20.64111 21.17681 26.49165  C131 1.082
138 H 19.69883 19.30400 25.23318  C132 1.116
139 H 21.20800 19.43844 24.23833  C132 1.080
140 H 18.57576 20.73323 23.76680  C133 1.093
141 H 19.76289 20.25465 22.53405  C133 1.076
142 H 19.51989 22.67045 25.08781  C135 1.059
143 H 21.26902 23.08724 24.62410  C135 1.095
144 C 10.75046 13.47481 15.12067  C145 1.538, C148 1.508, H149 1.102, H150 1.098
145 C 11.20078 14.92122 15.38747  C144 1.538, C146 1.507, H151 1.099, H152 1.095
146 C 12.70045 14.85880 15.52108  C145 1.507, O147 1.466, H153 1.100, H154 1.072
147 O 13.03439 13.44479 15.71896  C146 1.466, C148 1.407
148 C 11.82638 12.74172 15.88179  C144 1.508, O147 1.407, H155 1.117, H156 1.085
149 H 10.76729 13.37470 14.02303  C144 1.102
150 H 9.73931 13.31470 15.51879  C144 1.098
151 H 10.78530 15.31658 16.32489  C145 1.099
152 H 10.80367 15.55074 14.58481  C145 1.095
153 H 13.11367 15.36190 16.40833  C146 1.100
154 H 13.22013 15.12736 14.62263  C146 1.072
155 H 11.52359 12.70177 16.95646  C148 1.117
156 H 11.96926 11.72226 15.53853  C148 1.085
157 C 12.42255 12.29683 22.00705  C158 1.577, C161 1.529, H162 1.129, H163 1.090
158 C 11.87561 13.64950 21.40953  C157 1.577, C159 1.552, H164 1.083, H165 1.086
159 C 11.65480 13.24269 19.92791  C158 1.552, O160 1.430, H166 1.072, H167 1.083
160 O 11.63297 11.81322 19.92007  C159 1.430, C161 1.394
161 C 12.68044 11.44604 20.76358  C157 1.529, O160 1.394, H168 1.057, H169 1.078
162 H 11.67036 11.80307 22.68908  C157 1.129
163 H 13.26854 12.45812 22.67485  C157 1.090
164 H 12.65772 14.38603 21.54246  C158 1.083
165 H 10.95644 13.92917 21.91673  C158 1.086
166 H 12.47030 13.68274 19.38907  C159 1.072
167 H 10.72251 13.58600 19.49786  C159 1.083
168 H 13.60648 11.75284 20.35677  C161 1.057
169 H 12.63588 10.37980 20.91766  C161 1.078
170 C 13.08397 23.59232 20.88860  C171 1.535, H175 1.081, H176 1.091, H177 1.101
171 C 12.76006 22.21590 21.48555  C170 1.535, C172 1.596, H178 1.096, H179 1.098
172 C 11.66442 22.23142 22.64531  C171 1.596, C173 1.489, H180 1.117, H181 1.076
173 C 10.28439 22.30394 22.09137  C172 1.489, N174 1.150
174 N 9.19667 22.44090 21.74385  C173 1.150
175 H 12.18716 23.98459 20.42877  C170 1.081
176 H 13.92831 23.57113 20.19769  C170 1.091
177 H 13.45890 24.30219 21.64166  C170 1.101
178 H 13.64022 21.73433 21.92585  C171 1.096
179 H 12.51327 21.55363 20.64518  C171 1.098
180 H 11.87466 23.10283 23.31243  C172 1.117
181 H 11.67741 21.37156 23.29207  C172 1.076
182 C 17.09497 16.91382 19.28966  C183 1.510, H187 1.099, H188 1.097, H189 1.059
183 C 17.47657 18.36263 19.47769  C182 1.510, C184 1.522, H190 1.086, H191 1.089
184 C 18.44838 18.66621 20.60836  C183 1.522, C185 1.432, H192 1.109, H193 1.070
185 C 17.91472 18.39044 21.90835  C184 1.432, N186 1.125
186 N 17.50762 18.20399 22.94020  C185 1.125
187 H 17.98567 16.33517 19.57109  C182 1.099
188 H 16.82253 16.66022 18.25771  C182 1.097
189 H 16.32490 16.57159 19.93035  C182 1.059
190 H 16.62654 19.03771 19.50982  C183 1.086
191 H 17.96510 18.75131 18.58551  C183 1.089
192 H 18.63021 19.75988 20.57913  C184 1.109
193 H 19.37790 18.19295 20.36896  C184 1.070
194 C 13.30572 21.26659 26.33565  C195 1.525, H199 1.091, H200 1.098, H201 1.108
195 C 13.71675 19.81840 26.58018  C194 1.525, C196 1.550, H202 1.105, H203 1.089
196 C 15.07232 19.45089 25.92478  C195 1.550, C197 1.448, H204 1.114, H205 1.062
197 C 16.19365 20.28668 26.30036  C196 1.448, N198 1.139
198 N 17.09743 20.90373 26.61595  C197 1.139
199 H 13.33950 21.57153 25.28903  C194 1.091
200 H 13.99817 21.91885 26.88323  C194 1.098
201 H 12.30751 21.51547 26.74752  C194 1.108
202 H 12.95936 19.12714 26.16829  C195 1.105
203 H 13.82624 19.55149 27.63075  C195 1.089
204 H 14.97212 19.47114 24.81518  C196 1.114
205 H 15.23648 18.43281 26.17982  C196 1.062
206 C 20.71413 11.04411 19.14279  C207 1.511, H211 1.120, H212 1.091, H213 1.099
207 C 20.17229 11.81108 17.95894  C206 1.511, C208 1.565, H214 1.117, H215 1.100
208 C 21.00915 11.66973 16.64444  C207 1.565, C209 1.452, H216 1.135, H217 1.084
209 C 22.40813 12.00142 16.84482  C208 1.452, N210 1.146
210 N 23.49330 12.24511 17.12190  C209 1.146
211 H 20.01125 11.18256 20.00406  C206 1.120
212 H 21.67569 11.47361 19.42682  C206 1.091
213 H 20.81738 9.97836 18.89617  C206 1.099
214 H 20.08853 12.87750 18.28029  C207 1.117
215 H 19.14257 11.50664 17.71961  C207 1.100
216 H 20.58200 12.29384 15.79812  C208 1.135
217 H 20.98218 10.62480 16.35758  C208 1.084
218 C 16.27833 22.26239 22.89955  C219 1.516, H223 1.107, H224 1.074, H225 1.115
219 C 16.89564 23.46887 23.57890  C218 1.516, C220 1.542, H226 1.076, H227 1.126
220 C 16.36633 23.76451 24.99714  C219 1.542, C221 1.445, H228 1.120, H229 1.095
221 C 14.96054 24.04471 24.81607  C220 1.445, N222 1.158
222 N 13.84307 24.31207 24.67193  C221 1.158
223 H 16.67595 22.17418 21.87022  C218 1.107
224 H 15.20563 22.26517 22.85451  C218 1.074
225 H 16.59347 21.34838 23.45508  C218 1.115
226 H 16.56893 24.31138 22.99534  C219 1.076
227 H 18.02122 23.47285 23.60687  C219 1.126
228 H 16.86128 24.67248 25.42692  C220 1.120
229 H 16.49153 22.94858 25.71642  C220 1.095
230 C 15.32066 21.96788 14.75337  C231 1.530, H235 1.069, H236 1.097, H237 1.081
231 C 15.78459 21.44137 16.11322  C230 1.530, C232 1.539, H238 1.122, H239 1.120
232 C 15.02066 22.00943 17.32263  C231 1.539, C233 1.458, H240 1.100, H241 1.096
233 C 15.83479 21.93901 18.52955  C232 1.458, N234 1.143
234 N 16.52349 21.91901 19.44112  C233 1.143
235 H 15.37955 23.02811 14.88001  C230 1.069
236 H 14.36184 21.61376 14.35433  C230 1.097
237 H 15.98322 21.65637 13.95789  C230 1.081
238 H 16.83500 21.81784 16.22953  C231 1.122
239 H 15.72989 20.32785 16.21505  C231 1.120
240 H 14.06036 21.49956 17.48998  C232 1.100
241 H 14.90925 23.08823 17.16486  C232 1.096
242 C 16.79925 13.79672 18.72019  C243 1.546, H247 1.070, H248 1.080, H249 1.074
243 C 15.79351 13.63650 17.55765  C242 1.546, C244 1.518, H250 1.082, H251 1.108
244 C 16.20827 12.65165 16.47959  C243 1.518, C245 1.446, H252 1.071, H253 1.092
245 C 17.38364 13.02392 15.72392  C244 1.446, N246 1.151
246 N 18.29314 13.25491 15.05782  C245 1.151
247 H 16.27941 14.30256 19.50631  C242 1.070
248 H 17.62253 14.43861 18.44331  C242 1.080
249 H 17.08816 12.85935 19.15705  C242 1.074
250 H 15.68321 14.61572 17.11053  C243 1.082
251 H 14.82789 13.23829 17.92739  C243 1.108
252 H 15.37529 12.57663 15.81139  C244 1.071
253 H 16.35928 11.64992 16.88701  C244 1.092
254 C 14.06067 19.17627 19.23639  C255 1.561, H259 1.084, H260 1.110, H261 1.061
255 C 12.58277 18.76343 18.95136  C254 1.561, C256 1.528, H262 1.096, H263 1.110
256 C 12.53022 17.48524 18.11492  C255 1.528, C257 1.440, H264 1.088, H265 1.101
257 C 13.26098 16.40387 18.72340  C256 1.440, N258 1.150
258 N 13.92376 15.62802 19.25457  C257 1.150
259 H 14.54169 18.40464 19.82738  C254 1.084
260 H 14.11325 20.00574 19.97242  C254 1.110
261 H 14.55624 19.40402 18.32659  C254 1.061
262 H 12.10161 19.59002 18.41604  C255 1.096
263 H 12.00397 18.56865 19.87795  C255 1.110
264 H 13.08930 17.58230 17.18662  C256 1.088
265 H 11.48611 17.19762 17.91929  C256 1.101
266 C 13.52103 16.11880 24.51724  C267 1.523, H271 1.100, H272 1.101, H273 1.117
267 C 14.70302 16.28580 23.57189  C266 1.523, C268 1.547, H274 1.088, H275 1.088
268 C 14.34493 16.83272 22.16958  C267 1.547, C269 1.512, H276 1.101, H277 1.106
269 C 13.64125 18.15418 22.37858  C268 1.512, N270 1.129
270 N 13.16411 19.15109 22.60785  C269 1.129
271 H 12.74563 15.50797 24.03105  C266 1.100
272 H 13.14276 17.10404 24.83070  C266 1.101
273 H 13.84351 15.64757 25.47717  C266 1.117
274 H 15.21079 15.33571 23.41988  C267 1.088
275 H 15.44692 16.96404 23.98433  C267 1.088
276 H 13.55845 16.19641 21.73493  C268 1.101
277 H 15.20676 16.95760 21.48816  C268 1.106
278 C 9.24790 19.84016 14.76840  C279 1.495, H283 1.087, H284 1.094, H285 1.114
279 C 10.03835 20.45154 13.65626  C278 1.495, C280 1.526, H286 1.082, H287 1.068
280 C 11.15911 19.59498 13.07429  C279 1.526, C281 1.490, H288 1.110, H289 1.049
281 C 12.19135 19.25440 14.09300  C280 1.490, N282 1.149
282 N 12.97874 19.15032 14.92316  C281 1.149
283 H 8.62662 19.00441 14.45832  C278 1.087
284 H 8.60221 20.60338 15.21318  C278 1.094
285 H 9.93556 19.43157 15.54440  C278 1.114
286 H 10.43633 21.42095 13.92625  C279 1.082
287 H 9.44737 20.65633 12.79041  C279 1.068
288 H 11.72910 20.10104 12.26733  C280 1.110
289 H 10.85328 18.66820 12.68870  C280 1.049

Mulliken atomic charge list, values in e, 99 entries: atom 1 (C): 0.365, atom 2 (C): 0.103, atom 3 (C): -0.785, atom 4 (O): -0.467, atom 5 (C): 0.356, atom 6 (H): -0.777, atom 7 (H): 0.621, atom 8 (H): 0.537, atom 9 (H): -0.327, atom 10 (H): 0.365, atom 11 (H): 0.374, atom 12 (H): 0.227, atom 13 (H): -0.344, atom 14 (C): 1.016, atom 15 (C): -0.594, atom 16 (C): -0.669, atom 17 (O): -0.552, atom 18 (C): -0.258, atom 19 (H): 0.327, atom 20 (H): -0.830, atom 21 (H): 0.138, atom 22 (H): 0.512, atom 23 (H): 0.437, atom 24 (H): 0.246, atom 25 (H): -0.087, atom 26 (H): 0.344, atom 27 (C): -0.216, atom 28 (C): -0.448, atom 29 (C): 1.053, atom 30 (O): 0.394, atom 31 (C): 0.824, atom 32 (H): -0.113, atom 33 (H): 0.536, atom 34 (H): 0.122, atom 35 (H): 0.015, atom 36 (H): -0.532, atom 37 (H): -0.291, atom 38 (H): -0.506, atom 39 (H): -0.667, atom 40 (C): 0.908, atom 41 (C): -0.965, atom 42 (C): -0.197, atom 43 (O): -0.257, atom 44 (C): -0.176, atom 45 (H): 0.557, atom 46 (H): -1.136, atom 47 (H): 0.462, atom 48 (H): 0.262, atom 49 (H): -0.078, atom 50 (H): 0.444, atom 51 (H): -0.142, atom 52 (H): 0.338, atom 53 (C): 0.610, atom 54 (C): -0.381, atom 55 (C): -0.922, atom 56 (O): -0.625, atom 57 (C): 2.073, atom 58 (H): -0.276, atom 59 (H): -0.306, atom 60 (H): 0.196, atom 61 (H): 0.332, atom 62 (H): 0.153, atom 63 (H): 0.454, atom 64 (H): -1.051, atom 65 (H): -0.446, atom 66 (C): -0.601, atom 67 (C): -0.496, atom 68 (C): 0.168, atom 69 (O): -0.085, atom 70 (C): -0.478, atom 71 (H): 0.227, atom 72 (H): 0.423, atom 73 (H): 0.060, atom 74 (H): 0.469, atom 75 (H): -0.615, atom 76 (H): 0.271, atom 77 (H): 0.241, atom 78 (H): 0.362, atom 79 (C): 2.757, atom 80 (C): 1.410, atom 81 (C): -0.913, atom 82 (O): -0.514, atom 83 (C): 1.856, atom 84 (H): -1.248, atom 85 (H): -0.524, atom 86 (H): -1.151, atom 87 (H): 0.081, atom 88 (H): 0.379, atom 89 (H): 0.223, atom 90 (H): -1.950, atom 91 (H): -0.386, atom 92 (C): -1.015, atom 93 (C): 0.373, atom 94 (C): -0.607, atom 95 (O): 0.652, atom 96 (C): -0.130, atom 97 (H): 0.296, atom 98 (H): 0.392, atom 99 (H): 0.455